{"formula": "C4H6O4", "method": "ωB97M-V/def2-TZVPD", "homo_lumo_gap_ev": 8.9, "max_force_ev_per_a": 5.6, "relative_energy_ev": 4.199, "smiles": "OC1=C(O)C(O)(O)C1", "charge": 0, "species": ["C", "C", "C", "C", "O", "O", "O", "O", "H", "H", "H", "H", "H", "H"], "xyz": [[-1.208, 0.073, -0.007], [-0.725, -1.133, 0.012], [0.046, 0.848, 0.149], [0.923, -0.402, 0.050], [-2.499, 0.471, -0.213], [-1.223, -2.427, 0.163], [1.758, -0.842, 1.007], [1.538, -0.561, -1.267], [0.150, 1.511, -0.734], [0.016, 1.328, 1.210], [-2.421, 1.391, -0.148], [-2.111, -2.490, -0.330], [1.322, -1.707, 1.283], [2.146, -1.277, -1.180]], "forces_ev_per_angstrom": [[-0.976, -0.673, -0.455], [3.053, -1.721, 1.062], [-0.176, 2.065, 0.768], [-3.726, -2.685, -3.211], [0.639, -1.253, 0.298], [-1.302, 0.984, -1.620], [-0.506, -1.769, 1.562], [-1.425, 1.749, 1.596], [0.584, 0.315, 0.870], [0.675, -0.289, -1.986], [-0.664, 2.329, 0.012], [1.898, 0.153, 1.042], [1.220, 1.607, -0.098], [0.706, -0.812, 0.159]], "lowdin_charge": [-0.34, -0.13, -0.04, -0.43, 0.10, 0.01, 0.06, 0.03, 0.13, 0.16, 0.07, 0.14, 0.16, 0.07]}